Computed, not measured: a structure of composition C38H27N4O2PTi in a non-equilibrium geometry, with ωB97M-V/def2-TZVPD.

Last column: Löwdin charge in e.
Atoms and positions in Å:
Ti  0.8026  1.1763  0.9123  0.81
C  -3.4159  -4.5291  0.4105  -0.08
C  -2.7976  -4.2059  1.6075  -0.08
C  -2.1165  -3.0090  1.7447  -0.08
C  -2.0643  -2.1175  0.6780  -0.36
C  -2.6702  -2.4559  -0.5309  -0.11
C  -3.3490  -3.6532  -0.6609  -0.09
P  -1.1667  -0.5159  0.7032  1.11
C  -0.0484  -0.7821  2.1544  -0.44
C  1.1878  -1.4089  1.9111  -0.12
C  2.0235  -1.7335  2.9657  -0.06
C  1.6584  -1.4140  4.2675  -0.05
C  0.4652  -0.7501  4.5105  -0.05
C  -0.3891  -0.4398  3.4687  -0.06
C  -2.3887  0.6393  1.4061  -0.31
C  -3.6016  0.2222  1.9082  -0.08
C  -4.5482  1.1589  2.3428  -0.08
C  -4.2908  2.4970  2.2305  -0.03
C  -3.0657  2.9634  1.7061  -0.17
C  -2.8024  4.3418  1.5682  -0.05
C  -1.5902  4.7648  1.0984  -0.08
C  -0.5871  3.8341  0.7785  -0.12
C  -0.7938  2.4720  0.8530  -0.19
C  -2.0668  2.0263  1.3117  -0.18
H  -3.9521  -5.4623  0.3153  0.10
H  -2.8467  -4.8929  2.4392  0.11
H  -1.6326  -2.7620  2.6803  0.11
H  -2.6084  -1.7686  -1.3664  0.10
H  -3.8232  -3.9125  -1.5958  0.10
H  1.4570  -1.6921  0.8903  0.11
H  2.9569  -2.2451  2.7794  0.11
H  2.3165  -1.6579  5.0868  0.11
H  0.1986  -0.4780  5.5199  0.12
H  -1.3224  0.0764  3.6600  0.12
H  -3.8305  -0.8330  1.9687  0.10
H  -5.4865  0.8108  2.7493  0.10
H  -5.0261  3.2233  2.5474  0.11
H  -3.5699  5.0522  1.8451  0.11
H  -1.3869  5.8216  0.9923  0.10
H  0.3913  4.2205  0.4852  0.09
O  2.3763  1.6095  4.3230  0.06
C  2.1384  1.6590  3.1251  -0.58
O  0.9749  1.8664  2.6007  -0.13
C  3.2124  1.4700  2.1023  -0.20
C  4.5507  1.2856  2.4242  -0.01
C  5.4751  1.0946  1.4129  -0.09
C  5.0108  1.1354  0.0899  -0.08
C  3.6805  1.3635  -0.1585  -0.14
N  2.7547  1.5097  0.8126  -0.05
H  4.8275  1.2907  3.4683  0.12
H  6.5224  0.9250  1.6104  0.09
H  5.6910  0.9948  -0.7351  0.10
H  3.3295  1.4348  -1.1842  0.10
N  0.8399  -3.5995  -8.7328  0.17
C  0.7977  -2.9384  -7.7918  -0.19
C  0.7586  -2.1249  -6.6485  -0.23
C  0.7653  -2.6866  -5.3625  -0.01
C  0.7554  -1.8860  -4.2478  0.00
C  0.7452  -0.4827  -4.3644  -0.16
C  0.7140  0.0743  -5.6574  0.00
C  0.7190  -0.7266  -6.7720  -0.01
N  0.7683  0.3301  -3.2352  0.00
C  0.7156  1.7068  -3.2081  -0.02
C  0.7608  2.0950  -1.9068  -0.09
N  0.8327  0.9950  -1.0975  -0.10
C  0.8457  -0.0537  -1.9258  -0.10
H  0.7789  -3.7617  -5.2582  0.13
H  0.7516  -2.3492  -3.2741  0.11
H  0.6879  1.1437  -5.7922  0.10
H  0.6950  -0.2867  -7.7587  0.13
H  0.6431  2.3088  -4.0882  0.11
H  0.7422  3.0960  -1.5095  0.11
H  0.9176  -1.0761  -1.6050  0.12

Atomic forces in eV per Å
Ti -0.4 -1.6 0.1
C 0.0 0.0 0.0
C 0.0 -0.1 0.1
C 0.0 0.2 0.0
C 0.4 0.1 -0.3
C 0.0 0.1 0.1
C -0.1 -0.1 -0.1
P -0.8 -0.5 0.9
C 0.0 -0.4 0.1
C -0.4 -0.1 -0.2
C 0.1 -0.1 0.2
C 0.0 0.0 -0.3
C -0.1 -0.1 0.1
C 0.0 -0.2 -0.2
C -0.4 -0.2 -0.2
C 0.5 -0.1 -0.2
C -0.2 0.3 0.1
C -0.1 -0.2 0.0
C 0.2 -0.2 0.0
C 0.1 0.1 0.0
C -0.1 0.1 0.0
C -0.1 -0.2 -0.1
C -0.6 0.7 -0.4
C -0.4 0.3 0.0
H 0.0 -0.1 0.0
H 0.0 -0.1 0.1
H 0.0 0.0 0.0
H 0.0 0.0 0.0
H 0.0 0.0 -0.1
H 0.0 0.1 0.2
H 0.1 0.0 0.0
H 0.1 0.0 0.1
H 0.0 0.1 0.1
H 0.1 0.0 0.0
H 0.0 0.0 0.0
H -0.1 0.0 0.0
H -0.1 0.1 0.0
H 0.0 0.0 0.0
H 0.0 0.1 0.0
H -0.1 0.0 0.1
O -0.1 0.1 0.0
C 1.7 -0.1 1.0
O -0.1 1.3 2.0
C 0.2 0.2 1.1
C -0.2 -0.1 -0.2
C 0.1 0.0 0.4
C -0.6 0.1 -0.3
C 1.1 -0.1 -0.9
N 0.2 0.1 -0.5
H -0.1 0.0 0.1
H 0.0 0.0 0.1
H 0.0 0.0 -0.1
H 0.0 -0.1 0.1
N 0.0 0.1 0.2
C 0.0 -0.8 -1.1
C -0.1 1.1 1.4
C 0.0 0.0 -0.8
C 0.0 0.9 0.4
C 0.0 -1.1 -1.4
C 0.0 0.1 0.9
C 0.0 -0.8 -0.2
N 0.0 0.6 1.2
C 0.0 0.6 0.1
C 0.1 0.2 -0.7
N 0.3 -1.2 -3.3
C 0.1 0.6 0.6
H 0.0 0.0 0.0
H 0.0 0.0 0.1
H 0.0 0.1 0.0
H 0.0 0.0 0.0
H 0.0 0.1 -0.2
H -0.1 -0.1 0.0
H 0.0 0.0 0.0

As for the spin multiplicity: 3. The total energy is -82303.0024 eV. For the largest force on an atom, the calculation gives 3.49 eV/Å. The molecular weight comes out at 650.5 Da. The frontier orbital gap (alpha / beta) comes out at 4.19 / 6.89 eV.

=====

Computed, not measured: an isolated molecule of C5H10O, with ωB97M-V/def2-TZVPD.

Last column: Löwdin charge in e.
Atoms and positions in Å:
O  -1.8325  0.0124  0.8135  -0.05
C  -1.0912  0.2286  -0.3886  -0.39
C  -0.2127  -1.0047  -0.6364  -0.17
C  0.7946  -0.8824  0.4901  -0.20
C  1.2405  0.5887  0.3035  -0.18
C  -0.0480  1.3339  -0.1522  -0.14
H  -1.9144  -0.9496  0.9188  0.09
H  -1.7915  0.4717  -1.2084  0.14
H  -0.8056  -1.9283  -0.7163  0.12
H  0.3123  -0.8899  -1.5965  0.12
H  1.6285  -1.6005  0.4890  0.11
H  0.2825  -0.9556  1.4590  0.11
H  1.6867  1.0374  1.2004  0.10
H  2.0002  0.6172  -0.4927  0.11
H  -0.4322  2.0321  0.5968  0.11
H  0.1320  1.8925  -1.0787  0.11

Atomic forces in eV per Å
O -0.2 -0.2 0.0
C 0.2 -0.1 -0.3
C -0.4 -0.1 -0.7
C 0.4 0.3 0.5
C 0.1 0.0 0.1
C 0.0 0.0 0.0
H -0.2 0.5 0.0
H 0.3 -0.2 0.2
H 0.2 0.1 0.3
H -0.1 0.0 0.1
H -0.3 0.2 -0.2
H 0.2 -0.2 -0.2
H -0.1 -0.2 -0.2
H -0.2 0.1 0.2
H 0.1 -0.1 -0.1
H -0.1 -0.1 0.2

As for the spin multiplicity: 1. The total energy is -7394.4898 eV. For the largest force on an atom, the calculation gives 0.79 eV/Å. The molecular weight comes out at 86.1 Da. The frontier orbital gap comes out at 11.16 eV.

=====

Computed, not measured: a structure of composition C20H26N2O2SiTm in a non-equilibrium geometry, with ωB97M-V/def2-TZVPD.

Last column: Löwdin charge in e.
Atoms and positions in Å:
C  0.4007  1.6286  -0.0586  -0.19
C  -0.7420  2.0197  -0.8337  -0.17
C  -1.9069  1.7046  -0.1057  -0.18
H  -0.7420  2.5802  -1.7812  0.12
C  -1.5464  1.1227  1.1334  -0.23
C  -0.0910  1.0497  1.1919  -0.25
H  0.5331  0.8151  2.0908  0.13
H  1.4717  1.8661  -0.2283  0.12
H  -2.9295  1.9147  -0.3769  0.11
H  -2.2586  0.7856  1.9077  0.12
Tm  -0.7517  -0.6579  -0.3001  1.17
C  -1.1474  -2.1585  -1.7571  -0.33
H  -2.0229  -2.0622  -1.0910  -0.02
H  -0.5135  -3.0039  -1.5302  0.01
H  -1.4395  -2.0318  -2.7992  -0.01
Si  0.4519  -0.2984  -3.3630  0.74
C  1.8704  -1.2140  -4.0912  -0.31
C  2.8463  -0.2305  -4.3913  -0.14
H  2.6321  0.8575  -4.2697  0.09
C  4.0767  -0.6471  -4.9062  -0.08
H  4.8038  0.1269  -5.1853  0.11
C  4.3588  -2.0194  -5.0521  -0.07
H  5.3383  -2.3064  -5.4400  0.11
C  3.3854  -2.9972  -4.7781  -0.08
H  3.6315  -4.0727  -4.8925  0.12
C  2.1175  -2.5776  -4.3599  -0.09
H  1.3330  -3.3285  -4.2622  0.11
C  -1.2027  0.1473  -4.2470  -0.26
C  -0.7552  1.0469  -5.2319  -0.13
H  0.2757  0.9610  -5.5879  0.10
C  -1.5358  2.1609  -5.5166  -0.06
H  -1.2283  2.8531  -6.2795  0.11
C  -2.7336  2.3533  -4.8446  -0.07
H  -3.3496  3.2028  -5.1183  0.11
C  -3.2015  1.4307  -3.9107  -0.07
H  -4.1374  1.6174  -3.3851  0.11
C  -2.4427  0.2978  -3.5966  -0.11
H  -2.7638  -0.3443  -2.7690  0.09
H  0.6008  -0.9091  -1.8589  -0.04
H  0.8781  1.0715  -3.1192  0.01
C  -1.1926  -2.3259  3.9369  0.02
O  0.1211  -2.5092  3.3159  0.03
C  0.1429  -2.0966  2.0696  -0.52
O  -0.9280  -1.9347  1.3974  -0.07
N  1.3656  -1.7713  1.6228  0.06
N  1.5707  -1.3438  0.2755  0.02
H  -0.9866  -2.5834  4.9792  0.11
H  -1.9588  -2.9646  3.4743  0.11
H  -1.5334  -1.2802  3.8691  0.11
H  2.0953  -2.2972  2.0774  0.17
H  2.2544  -0.5831  0.2107  0.13
H  1.9711  -2.0977  -0.3175  0.14

Atomic forces in eV per Å
C -0.5 0.2 1.4
C 0.7 0.0 0.1
C 0.2 -0.4 0.6
H 0.1 -0.6 0.5
C 0.8 0.5 1.0
C -0.3 2.2 0.2
H -0.7 0.1 -1.0
H -1.0 -0.3 -0.2
H 0.0 0.0 -0.3
H 0.6 0.3 -0.5
Tm 1.1 1.7 -1.9
C -1.2 -0.5 -1.3
H -1.1 -1.4 -0.4
H -0.2 -0.6 0.0
H -0.1 -0.7 0.2
Si -0.8 -0.7 1.4
C 0.2 0.6 -0.9
C 0.4 -0.5 -0.3
H 0.3 -1.1 0.0
C 0.1 -0.1 0.1
H -0.2 -0.6 0.1
C -0.1 0.4 -0.1
H -0.3 0.0 0.2
C 0.2 0.4 0.0
H -0.3 0.9 0.0
C 0.3 0.2 0.2
H 0.1 0.3 0.2
C 1.2 -0.4 1.2
C -0.6 0.2 0.8
H -0.4 0.0 -0.3
C 0.1 -0.6 -0.3
H 0.1 0.3 -0.1
C -0.5 -0.2 -0.2
H 0.1 0.0 0.2
C 0.0 -0.2 0.1
H 0.1 -0.1 -0.2
C 0.5 0.9 -0.3
H 0.1 0.1 -0.5
H 0.2 1.3 -1.4
H 0.4 0.3 0.1
C -0.3 -0.2 0.6
O -0.4 0.5 -0.8
C -2.3 0.4 -0.5
O 2.2 -0.9 1.9
N 1.2 -0.5 -0.5
N 0.0 -1.1 0.0
H -0.3 0.0 -0.3
H 0.5 0.1 0.2
H 0.4 -0.4 -0.1
H 0.5 0.3 0.2
H -0.5 -0.1 0.6
H -0.5 0.3 0.6

Its charge is +1. As for the spin multiplicity: 3. The total energy is -65635.4730 eV. For the largest force on an atom, the calculation gives 3.02 eV/Å. The molecular weight comes out at 523.5 Da. The frontier orbital gap (alpha / beta) comes out at 7.59 / 7.76 eV.